(1)
Below is a molecular structure, C16H32NOPPtSi, with properties calculated with ωB97M-V/def2-TZVPD.

```
53
Properties=species:S:1:pos:R:3:forces:R:3
C 0.3285 3.5196 -3.2623 -1.60 0.41 -0.29
C -0.9383 2.9769 -3.1095 0.94 3.45 -1.83
C -1.0969 1.6882 -2.5843 -2.86 -1.79 1.45
C 0.0195 0.8886 -2.2799 1.34 -0.68 -0.10
C 1.2771 1.5065 -2.2846 0.30 -2.59 1.68
C 1.4393 2.7932 -2.8204 1.92 2.20 -0.93
C -2.5137 1.2723 -2.3261 0.33 -0.14 0.72
C -2.6486 -0.1109 -1.7270 0.34 -0.45 -0.90
N -2.0422 -1.1936 -2.6429 -1.67 0.20 -0.45
Pt -0.0896 -1.1796 -1.9840 -1.69 -0.62 -0.18
C 2.4542 0.7763 -1.7198 -0.51 -0.49 0.09
P 2.0122 -1.0177 -1.4899 2.41 0.94 0.23
H -1.8327 3.5356 -3.4116 0.49 -0.20 -0.09
H 2.4430 3.2154 -2.8861 -0.35 -0.12 -0.09
H 0.4543 4.4951 -3.7310 -0.03 -0.13 0.34
H 2.7516 1.1605 -0.7247 -0.01 0.21 -0.44
H 3.3225 0.8217 -2.3969 -0.10 0.29 0.24
H -2.9780 1.9653 -1.6051 0.01 0.05 -0.18
H -3.1171 1.3529 -3.2438 -0.01 0.19 0.22
H -2.0646 -0.1986 -0.7863 -0.46 0.11 -0.04
C 2.6949 -1.4259 0.1073 0.01 -0.38 0.10
C 2.9375 -1.8134 -2.8138 -0.06 -0.19 0.32
H -3.6996 -0.3639 -1.5294 0.43 0.18 0.04
C -1.8695 -0.8608 -4.1056 -0.48 -0.25 0.43
C -2.8573 -2.4462 -2.5069 -0.51 -0.40 0.11
H 0.0228 0.7137 2.0081 -0.09 0.12 0.12
H -2.3952 -1.6091 -4.7057 0.15 0.41 0.04
H -2.2317 0.1426 -4.3143 0.18 -0.25 -0.26
H -0.8088 -0.9274 -4.3569 0.23 0.07 -0.20
H -3.1777 -2.7815 -3.5012 0.19 -0.06 0.43
H -2.3124 -3.2536 -2.0055 -0.16 0.33 -0.12
H -3.7728 -2.2037 -1.9489 0.38 -0.36 -0.09
H 3.9993 -1.5768 -2.6806 -0.13 -0.29 -0.20
H 2.7322 -2.8871 -2.7462 0.34 0.11 -0.20
H 2.5710 -1.4259 -3.7720 0.18 -0.11 0.12
H 3.7780 -1.2536 0.0558 -0.19 -0.19 0.11
H 2.2614 -0.8075 0.9001 -0.09 -0.01 -0.10
H 2.4615 -2.4729 0.3215 0.27 0.08 0.09
H -0.2142 -2.7684 -1.6635 0.43 0.45 0.09
C 1.7054 -0.7240 5.0275 -0.17 0.06 -0.47
Si 0.2595 0.1498 4.1841 0.07 -0.15 1.52
C -1.3341 -0.7845 4.5218 0.12 0.04 -0.14
C 0.1227 1.8915 4.8943 0.01 -0.03 -0.37
O 0.5973 0.1592 2.5387 0.17 -0.01 -0.53
H 1.6042 -0.7003 6.1218 -0.05 0.03 -0.31
H 2.6506 -0.2308 4.7638 -0.14 -0.12 0.11
H 1.7670 -1.7757 4.7152 0.04 0.20 0.10
H -1.4725 -0.8331 5.6124 -0.05 -0.01 -0.28
H -2.2139 -0.2902 4.0877 0.14 -0.08 0.14
H -1.2943 -1.8128 4.1382 0.00 0.19 0.11
H 1.0005 2.4899 4.6099 -0.22 -0.08 0.10
H -0.7808 2.4125 4.5434 0.23 -0.07 0.10
H 0.0822 1.8641 5.9943 0.00 -0.09 -0.34
```
Forces are in eV/Å.

2S+1   5
Energy relative to the best compared isomer or geometry (same formula, charge and spin)   14.5 kcal per mole
Charge   +2
HOMO (spin up / spin down)   -0.4503 / -0.5281 Eh
Electronic energy   -1508.23761 Ha
HOMO-LUMO gap (spin up / spin down)   5.63 / 3.86 eV
⟨S²⟩   6.0163

---

(2)
Below is a molecular structure, C16H32NPSiV, with properties calculated with ωB97M-V/def2-TZVPD.

```
52
Properties=species:S:1:pos:R:3:forces:R:3
C 0.4060 3.0121 -2.0733 -0.01 -0.07 0.02
C -0.8695 2.5412 -1.7735 0.09 -0.18 0.09
C -1.0354 1.2863 -1.1569 1.03 1.21 -0.57
C 0.0747 0.4583 -0.8830 -0.62 0.09 0.38
C 1.3515 0.9588 -1.1689 -0.44 1.17 -0.47
C 1.5153 2.2315 -1.7496 0.04 -0.25 0.04
C -2.4392 0.8776 -0.8692 -0.76 0.03 -0.11
C -2.6376 -0.6174 -0.6707 -0.21 0.07 -0.45
N -1.8322 -1.5533 -1.5284 -2.29 -0.44 -0.53
V -0.2244 -1.5639 -0.4017 2.25 -0.57 0.34
C 2.5528 0.1185 -0.8917 1.02 -0.49 0.01
P 2.0682 -1.6527 -0.6465 -0.99 2.41 2.26
H -1.7425 3.1450 -2.0522 0.27 -0.21 0.16
H 2.5198 2.5964 -1.9858 -0.28 -0.10 0.06
H 0.5281 3.9694 -2.5864 0.01 -0.27 0.23
H 3.0695 0.4457 0.0333 -0.10 -0.06 -0.48
H 3.2576 0.1567 -1.7363 0.06 0.27 0.31
H -2.8136 1.3941 0.0402 0.20 -0.36 -0.24
H -3.1183 1.2495 -1.6607 0.35 -0.25 0.15
H -2.4126 -0.8582 0.3892 0.03 -0.17 -0.16
C 2.6782 -2.0492 1.0062 1.54 -0.63 0.20
C 3.0696 -2.5219 -1.8409 0.32 -0.41 0.04
H -3.6931 -0.8622 -0.8260 -0.07 0.13 0.24
C -1.4065 -1.1640 -2.8941 -0.31 -0.15 -0.68
C -2.4812 -2.9058 -1.4587 -0.04 0.31 -0.11
H 0.8157 0.1329 2.7694 0.09 -0.33 -0.63
H -1.9010 -1.8424 -3.6112 0.01 0.44 0.09
H -1.6389 -0.1191 -3.1201 -0.10 -0.28 0.08
H -0.3218 -1.3065 -3.0337 -0.59 0.13 0.25
H -2.8386 -3.1739 -2.4585 0.09 -0.14 0.15
H -1.7910 -3.7001 -1.1096 -0.26 0.43 -0.15
H -3.3680 -2.8503 -0.8026 0.52 -0.19 -0.16
H 4.1169 -2.2634 -1.6727 0.06 -0.22 -0.19
H 2.8847 -3.5895 -1.7042 0.22 -0.03 -0.10
H 2.7527 -2.2557 -2.8533 0.05 0.06 0.17
H 3.7548 -2.2378 0.9063 0.18 -0.14 0.70
H 2.4934 -1.2231 1.7093 -0.05 -0.23 -0.46
H 2.1726 -2.9499 1.3860 0.27 0.27 -0.15
H 0.7230 -2.3848 -1.5505 -1.53 -1.17 -0.89
C -1.7195 0.4499 3.5604 -0.37 -0.09 0.37
Si -0.0569 1.2193 3.2235 0.64 -0.02 -0.40
C -0.2026 2.6170 1.9847 -0.11 0.29 -0.07
C 0.9797 1.7232 4.6923 -0.22 0.20 0.57
H -2.4249 0.6281 2.7372 0.16 0.06 0.20
H -2.1463 0.8544 4.4877 -0.12 -0.10 -0.22
H -1.6242 -0.6346 3.6793 0.00 0.14 0.07
H -0.0746 3.5865 2.4853 -0.05 -0.15 -0.08
H 0.5539 2.5478 1.1969 -0.04 -0.03 0.09
H -1.1785 2.6310 1.4791 0.23 -0.04 0.14
H 0.5021 2.4443 5.3563 -0.01 0.09 0.06
H 1.2279 0.8403 5.2918 -0.03 0.09 -0.07
H 1.9245 2.1642 4.3563 -0.13 -0.08 -0.09
```
Forces are in eV/Å.

2S+1   4
Energy relative to the best compared isomer or geometry (same formula, charge and spin)   0.0 kcal per mole
HOMO (spin up / spin down)   -0.1893 / -0.2173 Eh
Electronic energy   -2258.27334 Ha
HOMO-LUMO gap (spin up / spin down)   5.50 / 6.00 eV
⟨S²⟩   3.7964

---

(3)
Below is a molecular structure, C16H32O26Rb2S5, with properties calculated with ωB97M-V/def2-TZVPD.

```
81
Properties=species:S:1:pos:R:3:forces:R:3
Rb 4.0433 -1.6816 -0.6397 0.40 -0.20 0.25
Rb -0.8246 2.6135 -1.2073 -1.10 0.98 -0.63
S 1.0714 -0.0136 -0.7842 -3.24 -1.09 -2.32
O 1.8559 -0.2159 -1.9711 0.68 -0.44 -0.89
O 1.6002 -0.8017 0.3075 0.43 -0.74 1.91
O 1.2526 1.3624 -0.3632 1.29 2.09 1.76
O -0.3858 -0.2070 -0.9798 1.68 -0.12 0.12
C 4.0623 1.4319 3.7439 0.26 0.71 0.51
C 3.9010 0.3444 4.8007 1.20 0.98 -1.64
O 2.8404 -0.4771 4.4606 -3.44 -3.38 -1.54
C 2.8411 -1.4240 3.4483 2.19 0.64 0.44
O 3.8055 -1.5642 2.6672 -2.35 0.18 1.16
O 1.7260 -2.2088 3.4938 1.91 2.25 -0.34
C 1.6998 -3.3459 2.6238 -0.88 -0.85 0.56
H 3.1721 2.0491 3.6229 -0.47 -0.48 -0.07
H 4.4006 1.0504 2.7805 0.09 0.11 0.13
H 4.7279 2.1862 4.1634 0.65 -0.18 -0.32
H 3.6542 0.8566 5.7306 0.03 -0.67 0.18
H 4.7900 -0.2859 4.8229 0.24 0.32 0.50
H 0.9730 -3.9380 3.1800 0.50 -0.72 -0.21
H 2.6686 -3.8211 2.4701 -0.08 0.08 0.43
H 1.2152 -3.2361 1.6537 0.23 0.92 -0.09
C -4.5139 -0.4080 -2.6051 1.57 -0.73 0.00
C -3.6636 -0.6543 -1.3180 -0.24 1.19 -2.09
O -4.3824 -0.1470 -0.2240 -0.44 1.03 1.47
C -4.2704 1.1675 0.0191 2.15 0.72 0.40
O -3.4040 1.9045 -0.5367 -2.70 -1.43 1.63
O -5.0704 1.4699 1.0656 0.10 -1.61 -2.39
C -5.0458 2.7136 1.6590 1.78 2.56 1.50
H -5.4376 -0.9856 -2.6379 0.29 -0.15 -0.03
H -3.7873 -0.6893 -3.3674 -0.47 -0.62 -0.61
H -4.7321 0.6144 -2.9140 0.02 0.29 0.92
H -2.6964 -0.1596 -1.4080 -0.17 0.40 0.00
H -3.3492 -1.6889 -1.1810 -1.02 -0.21 0.30
H -5.1107 3.6205 1.0578 -0.72 -0.50 -0.80
H -4.0651 2.8839 2.1032 0.36 -0.32 0.21
H -5.7063 2.8113 2.5205 -0.46 -0.66 -0.52
C -1.4359 -2.5650 1.0553 -0.08 0.29 0.18
C -0.7913 -2.9890 -0.2753 -0.31 -1.19 0.45
O -1.0531 -4.4082 -0.4056 0.23 0.12 0.69
S -1.5013 -5.1574 0.9778 -1.21 -0.55 -0.81
O -0.3408 -5.7827 1.6298 -2.51 1.77 -1.14
O -2.6854 -5.9399 0.5920 2.85 1.75 1.54
O -1.9973 -3.7073 1.7431 1.15 -1.48 -1.36
H -2.2120 -1.8353 0.8243 -0.37 -0.29 0.36
H -0.7165 -2.0680 1.7060 0.06 -0.15 0.13
H 0.2850 -2.8170 -0.2748 -0.03 -0.10 -0.09
H -1.2531 -2.4784 -1.1203 0.14 -0.25 0.06
C 0.4862 -2.3037 -3.6771 0.91 -0.65 -1.37
C 0.2431 -0.9950 -4.3788 0.27 0.33 0.02
O -0.3883 -1.3549 -5.5910 -0.28 -0.48 -1.13
S 0.2435 -2.7474 -6.2292 1.30 1.75 1.28
O 1.2177 -2.4364 -7.2841 -2.18 -0.98 2.68
O -0.8633 -3.6225 -6.3776 0.56 -0.02 -0.58
O 0.9982 -3.1025 -4.7609 0.21 -0.44 -2.45
H -0.3864 -2.8682 -3.3485 -0.05 0.57 0.73
H 1.3771 -2.2342 -3.0530 -0.75 -0.11 0.64
H 1.1934 -0.5312 -4.6433 0.20 0.06 0.30
H -0.3474 -0.2742 -3.8133 -0.31 -0.20 -0.25
C -0.9114 1.3615 2.0123 1.01 -0.33 -1.78
C 0.4943 1.3607 2.6594 -0.19 0.49 -0.83
O 0.2465 1.8885 3.9468 -0.76 -0.30 0.75
S -1.1843 1.2884 4.4461 -0.78 0.37 3.72
O -1.9341 2.1981 5.3183 2.00 -1.62 -2.30
O -0.8967 -0.0402 4.9352 -0.65 1.30 -1.25
O -1.8868 1.3221 3.0080 0.05 -0.06 0.91
H -1.0195 0.4769 1.3846 -0.08 0.06 -0.11
H -1.0605 2.2470 1.3944 -0.22 0.13 0.32
H 1.2344 2.0297 2.2204 -0.40 0.18 -0.30
H 0.9284 0.3683 2.5378 -0.06 -0.25 1.10
C 2.3474 3.1700 -2.9656 1.27 -1.69 1.24
C 3.0591 3.6722 -1.7336 -0.14 1.38 -0.07
O 3.0774 5.0597 -2.0100 -0.35 3.30 -0.80
S 1.7136 5.6604 -2.7794 2.70 -0.40 -0.31
O 2.1739 6.3431 -4.0041 -1.67 -1.67 3.31
O 0.7909 6.2581 -1.8109 1.57 -1.64 -2.27
O 1.3124 4.0691 -3.1009 -2.69 1.91 -0.90
H 1.9451 2.1783 -2.7587 -0.26 0.02 -0.33
H 3.0499 3.0875 -3.7950 -0.27 0.41 -0.31
H 4.1143 3.4130 -1.6473 -0.27 -0.38 0.23
H 2.4784 3.6796 -0.8112 0.15 -1.32 0.19
```
Forces are in eV/Å.

2S+1   2
Charge   +1
HOMO (spin up / spin down)   -0.4991 / -0.4991 Eh
Electronic energy   -4623.82031 Ha
HOMO-LUMO gap (spin up / spin down)   10.07 / 5.11 eV
⟨S²⟩   0.7598